# 1
Below is the molecule C5H16BNO4SSi at a distorted geometry, with properties calculated with ωB97M-V with the def2-TZVPD basis set.

ORCA input file:
```
! wB97M-V def2-TZVPD RIJCOSX def2/J DEFGRID3
* xyz 0 1
C -0.75917 -0.94399 2.09307
Si 0.07773 -0.26626 0.56193
C -1.08508 0.68355 -0.59617
C -2.08910 1.54314 0.15774
N -3.21981 0.77808 0.72631
C 1.43297 0.94777 1.00053
B 2.32163 1.45552 -0.20445
O 2.62586 0.76573 -1.36296
O 2.81737 2.70954 -0.09410
S 0.90185 -2.10355 -0.39206
C 0.39845 -2.25019 -2.10809
O 0.27186 -3.21519 0.29481
O 2.33609 -2.12258 -0.29334
H -0.10920 -1.71932 2.47769
H -0.93369 -0.17140 2.82770
H -1.67158 -1.44204 1.80073
H -1.58837 0.07532 -1.34108
H -0.45031 1.37955 -1.14350
H -2.49795 2.28714 -0.51595
H -1.58760 2.09697 0.94372
H -3.18065 -0.16456 0.36239
H -3.12162 0.72568 1.73022
H 0.89991 1.82761 1.34879
H 2.05234 0.56376 1.80256
H 1.84285 0.58846 -1.90617
H 3.40233 2.88680 -0.85383
H -0.13067 -3.18651 -2.19078
H 1.28796 -2.29625 -2.72012
H -0.24442 -1.43282 -2.40558
*
```

- Kohn-Sham gap: 0.3636 hartree
- LUMO: 0.27 eV
- SMILES: C[Si@@](CCN)(CB(O)O)S(C)(=O)=O
- ΔE to the lowest compared entry with this formula, charge and spin: 28.92 kJ/mol

---

# 2
Below is the molecule C4H8S at a distorted geometry, with properties calculated with ωB97M-V with the def2-TZVPD basis set.

ORCA input file:
```
! wB97M-V def2-TZVPD RIJCOSX def2/J DEFGRID3
* xyz 0 1
C -0.28252 0.88824 0.38757
C -0.49282 0.20802 -0.92655
C -0.43926 -1.26461 -0.54388
C 0.98583 0.24661 0.91652
H 0.16927 1.83745 0.33018
H -1.07778 0.64360 1.00516
H 0.71355 0.35933 -1.31528
H -1.13667 0.87444 -1.67088
H -1.39304 -1.53388 0.15388
H -0.56887 -1.98378 -1.39091
H 0.75073 0.33425 2.07449
H 1.83749 0.80541 0.53096
S 0.93409 -1.41508 0.44876
*
```

- Kohn-Sham gap: 0.3414 hartree
- LUMO: 1.00 eV
- SMILES: C1CCSC1
- ΔE to the lowest compared entry with this formula, charge and spin: 169.53 kJ/mol

---

# 3
Below is a structure of composition C3H10N2O at a distorted geometry, with properties calculated with ωB97M-V with the def2-TZVPD basis set.

ORCA input file:
```
! wB97M-V def2-TZVPD RIJCOSX def2/J DEFGRID3
* xyz 0 1
C -0.37849 1.54465 1.25845
N 0.36576 0.68669 0.33771
N 1.32292 -0.17981 0.93338
H 0.29963 1.11809 -0.71415
H 2.13241 0.37639 1.19236
H 0.94487 -0.58105 1.79272
H -1.01063 2.21332 0.67654
H 0.32775 2.14266 1.83613
H -1.01602 0.95634 1.92587
C -0.18021 -1.75806 -1.40724
C -0.71558 -0.46104 -0.86401
O -1.86948 -0.27537 -0.57529
H -0.06136 0.44978 -1.76140
H -0.09058 -2.49303 -0.60647
H 0.79774 -1.61214 -1.86027
H -0.86872 -2.12742 -2.16432
*
```

- Kohn-Sham gap: 0.3402 hartree
- LUMO: 0.88 eV
- ΔE to the lowest compared entry with this formula, charge and spin: 495.14 kJ/mol

---

# 4
Below is a cluster of 2 separate species, C33H53BrIN2O7PS2 in total at a distorted geometry, with properties calculated with ωB97M-V with the def2-TZVPD basis set.

ORCA input file:
```
! wB97M-V def2-TZVPD RIJCOSX def2/J DEFGRID3
* xyz -2 1
C 5.47121 3.48356 1.45135
C 5.42847 4.57345 0.36313
C 4.18999 5.45649 0.44586
C 2.88544 4.65088 0.57628
C 1.75758 5.09435 -0.37369
C 0.43100 5.37531 0.33144
C -0.11911 4.12164 1.01974
C -1.35704 3.52282 0.32441
P -2.65945 4.90945 0.45804
O -3.02638 5.48700 -0.85056
O -1.04579 3.58049 -1.07565
C -1.65110 2.44617 -1.63856
O -2.33266 2.45295 -2.63918
C -1.26730 1.32251 -0.65082
C 0.24543 1.19635 -0.91586
C 0.95574 -0.07269 -0.43005
C 2.21782 -0.26440 -1.30139
I 3.95124 -0.79401 -0.18162
C -1.96080 0.04236 -1.07859
C -1.53401 -0.55861 -2.40008
C -2.22892 -1.90571 -2.55632
S -1.71366 -3.13495 -1.33590
C -0.23755 -3.80048 -2.02310
S -0.09367 -5.39766 -2.00777
N 0.79207 -2.89250 -2.49004
C 2.00172 -3.06892 -1.67247
C 1.72395 -3.07814 -0.16644
C 1.03205 -3.06978 -3.92069
C 2.31116 -2.40278 -4.42538
C -1.71314 2.03066 0.69420
C -0.81438 1.43076 1.80751
N -0.93719 -0.02201 1.89358
C 0.10047 -0.62311 2.73918
C -3.13292 1.65816 1.10504
Br -4.52499 2.24267 -0.17390
C -3.59933 1.99372 2.53677
C -3.09323 3.25302 3.24617
H 4.74878 3.66834 2.23987
H 6.45170 3.40833 1.90828
H 5.25934 2.51584 1.01184
H 6.32502 5.17813 0.45776
H 5.43477 4.08836 -0.60880
H 4.11335 6.09860 -0.42514
H 4.28939 6.07648 1.33511
H 3.10269 3.60559 0.36290
H 2.50377 4.67131 1.59373
H 1.57907 4.36209 -1.15681
H 2.05481 6.00455 -0.88967
H 0.63798 6.13417 1.08426
H -0.23482 5.82121 -0.40160
H 0.68389 3.40266 1.11353
H -0.41294 4.38406 2.03576
H -2.07281 5.91442 1.25970
H -3.81276 4.49049 1.13120
H 0.37557 1.25502 -1.99522
H 0.80919 2.03264 -0.52258
H 0.36518 -0.97589 -0.52978
H 1.30961 0.06569 0.58004
H 2.45483 0.66140 -1.81089
H 2.01848 -0.99134 -2.07988
H -3.04088 0.12942 -1.08670
H -1.73092 -0.70695 -0.32515
H -0.46898 -0.77163 -2.46745
H -1.80507 0.04089 -3.26576
H -3.30851 -1.81017 -2.57487
H -1.95432 -2.29223 -3.53513
H 2.71133 -2.26695 -1.85211
H 2.52442 -3.99821 -1.91007
H 1.71380 -4.07957 0.24221
H 0.81435 -2.54294 0.08772
H 2.53799 -2.55075 0.32734
H 0.19899 -2.60214 -4.44513
H 1.03689 -4.11764 -4.22375
H 2.17357 -2.10856 -5.45923
H 3.13257 -3.11242 -4.38896
H 2.60394 -1.55402 -3.81967
H -1.04889 1.87014 2.78322
H 0.23095 1.65089 1.64707
H -1.81055 -0.26729 2.33938
H 1.05448 -0.12407 2.61917
H -0.17166 -0.65262 3.79436
H 0.24252 -1.65377 2.42515
H -3.20267 0.58459 1.02125
H -4.68027 2.03588 2.51701
H -3.36873 1.14020 3.16874
H -2.97127 3.04817 4.30548
H -3.76120 4.10013 3.16113
H -2.11896 3.57783 2.89845
C -2.09280 -7.28347 0.74879
C -3.44934 -7.36280 1.07573
C -3.88523 -8.71051 1.72307
O -5.05025 -8.87139 2.12357
C -2.91098 -9.74837 1.83218
C -1.55770 -9.66517 1.48812
C -1.10432 -8.28289 0.94140
O 0.09015 -8.04764 0.67363
O -0.70733 -10.57559 1.58662
O -4.30873 -6.47328 0.90333
H -1.69899 -6.37228 0.30772
H -3.29426 -10.68393 2.23388
*
```

- Kohn-Sham gap: 0.0920 hartree
- LUMO: 2.77 eV

---

# 5
Below is a cluster of 3 separate species, C22H44BNO9P in total at a distorted geometry, with properties calculated with ωB97M-V with the def2-TZVPD basis set.

ORCA input file:
```
! wB97M-V def2-TZVPD RIJCOSX def2/J DEFGRID3
* xyz -1 1
C -6.15974 2.57076 0.97558
C -7.36487 1.78309 0.35389
C -6.91998 0.59078 -0.60961
C -6.13816 1.08043 -1.88433
C -4.59683 1.36156 -1.67893
C -3.86316 0.37382 -0.68761
B -2.26555 0.69183 -0.74520
O -1.34455 0.02353 0.21648
C -0.18821 -0.27697 -0.56053
C 1.17618 -0.47511 0.20639
P 1.48058 -2.31449 0.26187
O 1.48863 -2.91843 -1.10660
O 2.88449 -2.70066 1.05201
O 0.23332 -3.11040 1.11582
C -0.17568 0.52683 -1.94096
C 0.45998 1.93122 -1.99982
C 0.19477 2.99844 -1.03793
C 0.74769 4.32750 -1.09799
N 1.60011 4.68330 -2.09497
C 1.89044 3.70962 -2.97618
C 1.40936 2.35092 -3.05305
O -1.59300 0.75863 -2.07008
H -6.59997 3.33813 1.67843
H -5.53721 1.90394 1.62189
H -5.55005 3.13281 0.23276
H -8.05915 2.42856 -0.24879
H -7.92245 1.29020 1.19325
H -6.42058 -0.23418 -0.04829
H -7.89627 0.16088 -0.98557
H -6.60639 2.06871 -2.17609
H -6.33612 0.39461 -2.75048
H -4.36219 2.41577 -1.39734
H -4.10909 1.20023 -2.68399
H -4.15025 -0.68663 -0.92821
H -4.22121 0.64746 0.34538
H -2.23815 1.86575 -0.37158
H -0.44802 -1.32291 -0.91787
H 2.00335 0.03140 -0.36429
H 1.17877 -0.04434 1.23639
H 2.79153 -3.62776 1.34966
H -0.59909 -2.92472 0.64199
H 0.12120 -0.24707 -2.68888
H -0.49171 2.76497 -0.18851
H 0.46207 5.08547 -0.33659
H 2.60314 4.00433 -3.79066
H 1.74043 1.65345 -3.85317
C 1.65452 -8.45987 0.85766
O 1.66235 -7.27904 1.64201
C 0.75723 -6.29078 1.15269
C -0.52479 -6.26370 1.96726
O -1.26811 -7.46966 1.80134
C -1.10107 -8.36448 2.88727
H 2.16427 -9.24433 1.41915
H 0.63858 -8.79563 0.63496
H 2.19770 -8.28812 -0.07791
H 0.54327 -6.45041 0.09171
H 1.24333 -5.32447 1.25344
H -1.15405 -5.44781 1.60328
H -0.31361 -6.07790 3.02528
H -1.68663 -8.02037 3.74632
H -0.05198 -8.46702 3.17561
H -1.47371 -9.34278 2.58013
C 5.58525 5.98793 1.94469
O 4.71394 5.11899 1.24290
C 4.73746 5.33937 -0.16530
C 5.58924 4.30113 -0.87576
O 6.96686 4.42723 -0.52635
C 7.37077 3.47224 0.44058
H 5.70418 5.60377 2.95890
H 6.57141 6.04417 1.47616
H 5.14654 6.99069 1.99832
H 5.08533 6.35214 -0.39427
H 3.70743 5.24977 -0.52197
H 5.51723 4.46871 -1.95451
H 5.22585 3.28992 -0.66753
H 7.49124 2.49210 -0.03226
H 6.65691 3.39686 1.26428
H 8.33462 3.78608 0.84422
*
```

- Kohn-Sham gap: 0.2404 hartree
- LUMO: 2.39 eV

---

# 6
Below is a structure of composition C30H48BrN3P2PtSe at a distorted geometry, with properties calculated with ωB97M-V with the def2-TZVPD basis set.

ORCA input file:
```
! wB97M-V def2-TZVPD RIJCOSX def2/J DEFGRID3
* xyz 2 3
N 4.38312 4.11852 2.33201
C 3.16406 4.22470 2.87108
C 2.45574 3.11607 3.33498
C 3.03778 1.82210 3.24826
C 4.30494 1.74135 2.63155
C 4.95099 2.91737 2.22785
C 2.33336 0.62934 3.67493
Pt -0.41069 -0.71462 -0.38797
P -2.31651 -1.94795 -1.28446
C 2.82842 -0.65308 3.53410
C 1.90675 -1.70445 3.11265
C 2.28619 -2.73270 2.20713
C 1.30753 -3.41750 1.48137
C -0.03423 -3.09456 1.70213
C -0.43881 -2.24608 2.73660
C 0.54154 -1.56443 3.44604
Br -1.44864 -4.34336 1.06494
H 1.36813 0.81516 4.16470
H 3.88936 -0.85350 3.57501
H 1.45934 3.22284 3.75861
H 4.78122 0.78142 2.44978
H 2.72000 5.22432 2.94491
H 5.95483 2.87337 1.79868
H 3.34655 -2.93915 2.04845
H 0.25621 -0.85571 4.21824
H 1.54336 -4.20363 0.77092
H -1.48182 -2.13035 2.96692
P 1.24132 0.07074 -1.78260
C -3.52106 -1.80587 0.10195
C -4.68059 -2.80146 0.23577
H -3.93334 -0.78580 -0.01607
H -2.90521 -1.77750 1.01402
H -5.32508 -2.47202 1.06173
H -5.29674 -2.82667 -0.67025
H -4.33420 -3.81698 0.48210
C -1.44812 -3.42496 -1.97972
C -2.32713 -4.57044 -2.49902
H -0.79896 -3.81812 -1.18476
H -0.78350 -3.01402 -2.76738
H -1.78486 -5.52411 -2.41322
H -3.24904 -4.66487 -1.90702
H -2.58593 -4.45148 -3.55895
C -3.26491 -1.32922 -2.73697
C -4.63392 -1.98068 -3.01156
H -2.59017 -1.47993 -3.59266
H -3.33720 -0.24029 -2.56959
H -4.99677 -1.70108 -4.00917
H -4.56425 -3.07820 -2.99308
H -5.39846 -1.65600 -2.29283
C 1.03704 1.34377 -3.09301
C 0.01444 1.04923 -4.19093
H 2.03982 1.44170 -3.54132
H 0.80642 2.29896 -2.60409
H 0.28354 1.61201 -5.09642
H 0.00155 -0.01523 -4.47113
H -0.99195 1.34523 -3.89275
C 1.86500 -1.32223 -2.80194
C 2.64517 -2.38189 -2.04408
H 2.48648 -0.85715 -3.58240
H 0.98948 -1.75032 -3.30264
H 2.79268 -3.24856 -2.69742
H 3.63154 -2.02208 -1.74356
H 2.11980 -2.71890 -1.14719
C 2.70985 0.65442 -0.83148
C 2.91377 2.16245 -0.76691
H 3.58220 0.15971 -1.27691
H 2.57797 0.24296 0.17823
H 3.95099 2.39372 -0.50390
H 2.70448 2.67994 -1.70655
H 2.27672 2.60003 0.00682
C -3.25712 1.87045 1.99650
N -2.09371 2.71646 1.81710
C -1.74938 3.77642 2.65486
C -0.76694 4.47011 2.02971
N -0.51396 3.83076 0.82086
C 0.27824 4.42995 -0.23971
C -1.28470 2.69759 0.72425
Se -1.45906 1.47541 -0.70330
H -3.54838 1.48795 1.01221
H -4.06446 2.49466 2.40545
H -3.03661 1.03891 2.67133
H -2.26970 3.97401 3.57334
H -0.26072 5.38433 2.31912
H -0.14792 5.41126 -0.50376
H 1.31015 4.57142 0.10964
H 0.25667 3.76600 -1.11814
*
```

- Kohn-Sham gap (alpha / beta): 0.2601 / 0.2045 hartree
- LUMO (alpha / beta): -5.67 / -7.25 eV
- ⟨S²⟩: 2.009
- ΔE to the lowest compared entry with this formula, charge and spin: 113.02 kJ/mol